(1)
C43H59NP3RuSi | ωB97M-V/def2-TZVPD

XYZ file:
```
108
Properties=species:S:1:pos:R:3:mulliken_spin:R:1
Ru 0.2707 -0.0157 -0.0279 3.39
C 1.9386 2.9686 2.3389 0.02
C 0.4624 3.0932 1.9466 -0.04
C 0.2956 3.8248 0.6128 0.05
P -0.3879 1.4665 1.9108 0.00
C -0.3966 0.7512 3.6216 0.01
C 0.8552 -0.0389 3.9959 0.01
C -0.7150 1.8408 4.6472 0.01
C -2.1495 1.7817 1.6166 0.12
C -2.7904 2.9658 1.9614 0.00
C -4.1685 3.0756 1.8018 0.00
C -4.9052 2.0112 1.3018 0.01
C -4.2630 0.8286 0.9446 -0.01
C -2.8825 0.7042 1.1017 -0.02
Si -1.9717 -0.8108 0.5728 -0.11
C -2.6858 -1.5530 -0.9445 0.00
C -3.6383 -2.5703 -0.8891 -0.01
C -4.1408 -3.1199 -2.0624 0.01
C -3.6828 -2.6602 -3.2900 0.00
C -2.7362 -1.6443 -3.3559 -0.01
C -2.2381 -1.0838 -2.1835 0.04
P -1.0409 0.2701 -2.1208 -0.03
C 0.1240 0.2128 -3.5331 -0.02
C 0.8371 -1.1481 -3.5376 0.05
C -0.4389 0.5741 -4.9119 0.01
C -1.9666 1.8661 -2.0977 0.07
C -1.0567 3.0427 -2.4879 0.01
C -3.2409 1.8023 -2.9460 0.02
C -1.5740 -2.0199 1.9145 0.01
C -2.6078 -2.3074 2.8126 0.01
C -2.4461 -3.2813 3.7902 0.01
C -1.2506 -3.9803 3.8652 0.01
C -0.2090 -3.7013 2.9880 -0.01
C -0.3417 -2.7068 2.0198 0.01
P 0.9616 -2.3302 0.7945 0.14
C 0.9502 -3.6957 -0.4467 0.01
C -0.3686 -3.7931 -1.2064 0.03
C 1.3094 -5.0307 0.2071 0.01
C 2.7370 -2.3464 1.3948 -0.02
C 3.0177 -2.9549 2.7760 0.01
C 3.3960 -0.9625 1.2460 0.10
H 2.4071 3.9529 2.2739 0.00
H 2.4804 2.2976 1.6648 0.00
H 2.0763 2.6157 3.3589 0.00
H -0.0707 3.6397 2.7271 -0.01
H 0.8383 3.3103 -0.1800 0.00
H 0.7096 4.8319 0.6973 0.00
H -0.7485 3.9204 0.3103 0.00
H -1.2352 0.0570 3.5690 0.02
H 1.7445 0.5881 4.0562 0.01
H 1.0423 -0.8400 3.2883 0.03
H 0.7125 -0.4959 4.9782 0.00
H 0.1234 2.5267 4.7864 0.00
H -0.9007 1.3571 5.6085 0.00
H -1.6087 2.4147 4.3977 0.00
H -2.2367 3.8134 2.3508 0.00
H -4.6651 3.9994 2.0705 0.00
H -5.9784 2.1051 1.1803 0.00
H -4.8438 0.0127 0.5218 0.00
H -3.9795 -2.9554 0.0693 0.00
H -4.8794 -3.9122 -2.0196 0.00
H -4.0612 -3.0944 -4.2066 0.00
H -2.4051 -1.3072 -4.3260 0.00
H 0.8534 0.9781 -3.2625 0.02
H 0.1664 -1.9485 -3.8554 0.00
H 1.2338 -1.4142 -2.5533 -0.01
H 1.6748 -1.1207 -4.2365 0.00
H 0.3816 0.4970 -5.6291 0.00
H -0.8188 1.5896 -4.9638 0.00
H -1.2200 -0.0997 -5.2528 0.00
H -2.2574 1.9857 -1.0535 0.00
H -0.9839 3.1507 -3.5692 0.00
H -0.0426 2.9566 -2.0898 0.00
H -1.4824 3.9708 -2.1032 0.00
H -3.0237 1.6193 -4.0012 0.00
H -3.7464 2.7684 -2.8767 0.00
H -3.9334 1.0371 -2.5974 0.00
H -3.5513 -1.7669 2.7525 0.00
H -3.2527 -3.4998 4.4812 0.00
H -1.1206 -4.7531 4.6119 0.00
H 0.6935 -4.2814 3.0700 0.00
H 1.7473 -3.4147 -1.1437 0.01
H -1.1937 -4.0324 -0.5308 0.00
H -0.3014 -4.5993 -1.9406 0.00
H -0.6137 -2.8770 -1.7413 0.03
H 0.5089 -5.3762 0.8639 0.00
H 2.2460 -5.0079 0.7650 0.00
H 1.4252 -5.7735 -0.5846 0.00
H 3.1889 -2.9991 0.6465 0.02
H 2.4649 -2.4749 3.5814 0.00
H 4.0814 -2.8187 2.9823 0.00
H 2.8303 -4.0255 2.8082 0.00
H 2.8057 -0.1632 1.6919 -0.02
H 3.5721 -0.7182 0.1971 -0.01
H 4.3643 -0.9644 1.7473 0.00
N 1.8846 1.0243 -0.8920 -0.25
C 2.7984 1.5687 -1.3412 0.19
C 3.9140 2.2437 -1.8991 0.00
C 4.8680 1.4997 -2.6083 0.02
C 5.9803 2.1482 -3.1048 0.00
C 6.1388 3.5155 -2.8910 0.01
C 5.1821 4.2508 -2.1965 0.00
C 4.0627 3.6212 -1.6928 0.02
H 4.7260 0.4367 -2.7689 0.00
H 6.7250 1.5937 -3.6601 0.00
H 7.0222 4.0158 -3.2714 0.00
H 5.3122 5.3152 -2.0529 0.00
H 3.3063 4.1801 -1.1539 0.00
```

Computed properties:
LUMO (alpha / beta) ... -0.2920 / -0.3879 hartree
⟨S²⟩ ... 6.017
Kohn-Sham gap (alpha / beta) ... 8.51 / 6.06 eV
Spin multiplicity ... 5
HOMO (alpha / beta) ... -16.5 / -16.6 eV
Total charge ... +3

***

(2)
C43H60O27 | ωB97M-V/def2-TZVPD

XYZ file:
```
130
Properties=species:S:1:pos:R:3:lowdin_charge:R:1
O -3.8111 4.1898 0.1391 0.12
C -3.4619 3.1707 -0.4089 -0.53
O -2.5530 3.1435 -1.4557 0.02
C -3.1096 2.1220 -2.3258 -0.06
C -3.4748 1.0922 -1.2864 -0.23
C -4.4239 -0.0144 -1.7537 -0.11
C -5.8552 0.1026 -1.1957 -0.11
C -6.4824 1.4651 -1.5005 -0.24
C -6.6313 1.8666 -2.8091 -0.05
C -7.1613 3.1130 -3.0388 -0.09
C -7.5300 3.8930 -1.9852 -0.10
C -7.3754 3.5030 -0.6963 -0.07
C -6.8472 2.2589 -0.4460 -0.05
O -3.8651 1.9228 -0.1529 0.09
H -2.3119 1.6900 -2.9267 0.15
H -3.9289 2.6139 -2.8487 0.14
H -2.6115 0.5614 -0.8923 0.13
H -4.5028 0.0550 -2.8356 0.09
H -4.0357 -0.9978 -1.5370 0.10
H -6.4650 -0.6235 -1.7453 0.12
H -5.9387 -0.1510 -0.1393 0.11
H -6.3082 1.1946 -3.6038 0.09
H -7.2657 3.4385 -4.0654 0.10
H -7.9681 4.8644 -2.1883 0.11
H -7.6372 4.1190 0.1502 0.09
H -6.6778 1.8845 0.5535 0.12
C 1.6711 -2.1837 0.9157 -0.02
C 0.8689 -2.4302 -0.3338 -0.32
C 1.4166 -1.8019 -1.5870 -0.08
O 0.2358 -1.7241 -2.4035 0.07
C -0.8151 -1.5964 -1.5600 -0.54
O -1.9219 -1.3161 -1.9039 0.14
O -0.4382 -1.8186 -0.2793 0.09
H 1.1320 -2.5387 1.7907 0.07
H 2.6254 -2.7055 0.8669 0.09
H 1.8600 -1.1190 1.0674 0.09
H 0.7203 -3.5059 -0.4687 0.16
H 2.1878 -2.3996 -2.0662 0.14
H 1.7872 -0.7858 -1.4322 0.14
C -5.7092 4.3551 -7.3598 -0.02
C -4.9394 3.0965 -7.0525 -0.33
C -5.1213 1.9711 -8.0364 -0.09
O -4.7732 0.8333 -7.2329 0.07
C -5.0901 1.1471 -5.9529 -0.54
O -5.1065 0.3710 -5.0518 0.15
O -5.3892 2.4655 -5.8404 0.07
H -5.6419 5.0543 -6.5263 0.09
H -5.3076 4.8375 -8.2507 0.09
H -6.7681 4.1459 -7.5192 0.09
H -3.8792 3.3348 -6.9236 0.16
H -4.4737 2.0515 -8.9061 0.14
H -6.1571 1.8502 -8.3626 0.14
C -1.8596 6.0055 1.5868 -0.03
C -0.5163 6.3363 0.9997 -0.32
C 0.1212 5.2096 0.2331 -0.09
O 1.5111 5.5783 0.2906 0.03
C 1.6852 6.2789 1.4465 -0.56
O 2.7436 6.5724 1.8966 0.16
O 0.4879 6.5798 2.0065 0.09
H -2.1952 6.7994 2.2563 0.07
H -2.5948 5.8817 0.7973 0.07
H -1.8191 5.0872 2.1748 0.10
H -0.5882 7.2409 0.3881 0.16
H -0.2266 5.1372 -0.7949 0.14
H 0.0079 4.2401 0.7237 0.14
C -0.6280 -6.0895 3.3494 -0.02
C 0.8565 -5.9457 3.5660 -0.33
C 1.2771 -5.7558 4.9993 -0.09
O 2.5536 -5.1196 4.8361 0.07
C 2.4982 -4.4218 3.6740 -0.56
O 3.3177 -3.6332 3.3269 0.15
O 1.3816 -4.7459 2.9696 0.07
H -0.8598 -6.0669 2.2848 0.09
H -0.9818 -7.0342 3.7614 0.09
H -1.1806 -5.2721 3.8158 0.09
H 1.3781 -6.7924 3.1090 0.15
H 1.3710 -6.6905 5.5468 0.14
H 0.6258 -5.0739 5.5515 0.14
C -4.6482 8.5540 3.2274 -0.02
C -5.8533 7.6837 2.9790 -0.33
C -5.5912 6.1996 2.9908 -0.09
O -6.6935 5.7122 2.2153 0.06
C -7.0235 6.6965 1.3385 -0.55
O -7.7641 6.5562 0.4233 0.16
O -6.3804 7.8528 1.6524 0.09
H -4.8932 9.6015 3.0517 0.09
H -4.3066 8.4458 4.2568 0.09
H -3.8280 8.2990 2.5554 0.07
H -6.6486 7.9455 3.6842 0.16
H -5.5940 5.7711 3.9906 0.14
H -4.6673 5.9213 2.4768 0.12
C 5.1877 5.2035 -1.7216 -0.01
C 4.2398 4.2803 -2.4425 -0.33
C 3.3924 3.4127 -1.5538 -0.09
O 3.0582 2.3342 -2.4434 0.05
C 4.0877 2.2194 -3.3245 -0.56
O 4.2287 1.3145 -4.0793 0.16
O 4.9306 3.2800 -3.2151 0.08
H 5.8649 5.6809 -2.4302 0.09
H 4.6332 5.9788 -1.1930 0.09
H 5.8037 4.6606 -1.0036 0.09
H 3.6180 4.8575 -3.1341 0.16
H 2.5020 3.9172 -1.1917 0.12
H 3.9434 2.9943 -0.7081 0.15
C 6.8980 -4.9763 1.3223 -0.01
C 5.9372 -6.0123 1.8449 -0.33
C 6.4055 -7.4345 1.7151 -0.09
O 5.1603 -8.1453 1.7500 0.06
C 4.2201 -7.3114 1.2314 -0.56
O 3.1158 -7.6456 0.9458 0.16
O 4.7166 -6.0545 1.0839 0.08
H 6.4260 -3.9941 1.3125 0.09
H 7.7852 -4.9295 1.9536 0.09
H 7.2042 -5.1969 0.2981 0.09
H 5.6715 -5.7756 2.8795 0.16
H 7.0605 -7.7428 2.5274 0.13
H 6.8883 -7.6462 0.7574 0.14
C 10.7415 -10.1431 2.5126 -0.02
C 10.3261 -9.7756 3.9142 -0.34
C 9.1243 -10.5141 4.4401 -0.10
O 8.6636 -9.6165 5.4577 0.06
C 9.0184 -8.3639 5.0688 -0.57
O 8.6334 -7.3666 5.5813 0.17
O 9.8704 -8.4124 4.0051 0.07
H 11.5147 -9.4635 2.1548 0.09
H 11.1344 -11.1593 2.4869 0.09
H 9.9039 -10.0720 1.8168 0.09
H 11.1791 -9.8816 4.5913 0.16
H 9.3674 -11.4886 4.8569 0.14
H 8.3292 -10.6232 3.6979 0.14
```

Computed properties:
LUMO ... 0.0157 hartree
Kohn-Sham gap ... 8.70 eV
HOMO ... -8.3 eV
Structure (SMILES) ... O=C1OC[C@H](CCc2ccccc2)O1.C[C@@H]1COC(=O)O1.C[C@@H]1COC(=O)O1.C[C@@H]1COC(=O)O1.C[C@@H]1COC(=O)O1.C[C@@H]1COC(=O)O1.C[C@@H]1COC(=O)O1.C[C@@H]1COC(=O)O1.C[C@@H]1COC(=O)O1

***

The ΔE to the lowest compared entry with this formula, charge and spin results, record by record, are as follows: 0.0, 10.3 kcal per mole.